Entry from OMol25: a molecular structure, C5H8AlBrO3P in a non-equilibrium geometry (wB97M-V/def2-TZVPD).

Values from the calculation:
molar mass	254.0	g/mol
E_LUMO	3.02	eV
E_tot	-97388.643	eV
maximum force	0.0308	hartree/bohr
total charge	-1

Positions of all 19 atoms, in Å:
C: -2.401215 1.935836 1.592088
C: -1.274867 2.306066 1.404897
C: 0.150481 2.568565 1.133208
Al: 1.105619 0.789477 0.886593
O: 0.295514 -0.669804 1.599573
C: 0.551685 -1.648768 0.625313
C: 0.066982 -1.050027 -0.730681
P: 0.804916 -1.774335 -2.280580
O: -0.035208 -0.926889 -3.448592
Br: 0.089133 -3.930348 -2.477069
O: 0.533846 0.264027 -0.795932
H: -3.267561 1.329014 1.701436
H: 0.198051 3.080279 0.162330
H: 0.587411 3.189845 1.924804
H: 2.695401 0.789411 0.970636
H: 1.640614 -1.869074 0.589300
H: 0.087966 -2.615258 0.878667
H: -1.044301 -1.058778 -0.694152
H: -0.843797 -0.631795 -3.004554

Cartesian forces (eV/Å) of the 2 atoms listed first:
-0.5 -0.4 0.0
1.4 -0.1 -0.2

These are the Mulliken partial charges, in e, on atoms 1 to 6: number 1, C, carries -0.103; number 2, C, carries -0.362; number 3, C, carries -0.781; number 4, Al, carries 0.461; number 5, O, carries -0.519; number 6, C, carries -0.572